*a*
Computed, not measured: the molecule C21H23N3O2, with ωB97M-V with the def2-TZVPD basis set.

ORCA input file:
```
! wB97M-V def2-TZVPD RIJCOSX def2/J DEFGRID3
* xyz 0 1
C 3.25736 1.33078 2.90467
O 2.70395 1.50289 1.62464
C 2.46628 2.77725 1.17737
C 2.84250 3.91865 1.86424
C 2.53142 5.17786 1.37115
C 1.84371 5.30010 0.18228
C 1.47921 4.16500 -0.52246
C 1.77812 2.89119 -0.05163
N 1.36880 1.73181 -0.71229
C 2.39836 0.81890 -1.17293
C 1.72936 -0.43849 -1.76194
N 0.41892 -0.68603 -1.19973
C 0.45886 -0.97413 0.22704
C -0.88934 -1.45824 0.75127
O -1.33657 -1.02501 1.79562
C -1.57447 -2.46414 -0.04263
C -1.12124 -3.11044 -1.17126
N -2.05473 -3.98777 -1.61114
C -3.15033 -3.94482 -0.78580
C -4.34237 -4.65337 -0.83433
C -5.27322 -4.39425 0.15029
C -5.02481 -3.45614 1.15484
C -3.84225 -2.75010 1.20607
C -2.88607 -2.99404 0.22397
C -0.47899 0.40731 -1.54435
C 0.23242 1.77943 -1.60040
H 4.27860 1.72333 2.96123
H 2.64160 1.80397 3.67575
H 3.27676 0.25465 3.07301
H 3.36802 3.84239 2.80310
H 2.82671 6.05415 1.92798
H 1.59548 6.27555 -0.20844
H 0.95874 4.27378 -1.46187
H 3.02681 0.55363 -0.32302
H 3.03574 1.29344 -1.94016
H 1.59504 -0.32485 -2.84207
H 2.36256 -1.31254 -1.59114
H 0.76835 -0.11397 0.83529
H 1.17971 -1.78403 0.38313
H -0.18906 -2.98386 -1.68437
H -1.96221 -4.58206 -2.41851
H -4.53235 -5.37825 -1.61250
H -6.21294 -4.92658 0.14614
H -5.78148 -3.28552 1.90637
H -3.64503 -2.02689 1.98065
H -0.92112 0.18602 -2.52327
H -1.28366 0.43114 -0.80930
H -0.45568 2.55461 -1.26355
H 0.53452 2.00768 -2.63696
*
```

Values from the calculation:
E_HOMO = -0.2810 hartree
Frontier orbital gap = 8.3 eV
LUMO level = 0.7 eV

Atomic partial charges in e from the Löwdin method, atoms 1 to 6:
1 C -0.08
2 O -0.12
3 C -0.20
4 C -0.03
5 C -0.10
6 C -0.10



*b*
Computed, not measured: the molecule C21H23N3O2, with ωB97M-V with the def2-TZVPD basis set.

ORCA input file:
```
! wB97M-V def2-TZVPD RIJCOSX def2/J DEFGRID3
* xyz 0 1
C -4.09052 2.95632 1.29106
C -2.91116 3.89290 1.09628
C -1.61535 3.40223 1.83257
C -1.08124 2.07428 1.28303
N -1.32689 0.99688 2.01029
C -0.85625 -0.20512 1.66732
C -1.14865 -1.23739 2.51424
C -0.71944 -2.56182 2.22458
C 0.04797 -2.83744 1.10720
O 0.40626 -4.15770 0.89802
C 1.22553 -4.57046 -0.16877
C 1.41014 -6.10569 -0.17872
N 0.81818 -6.90229 0.72680
O 2.12659 -6.64456 -1.02303
C 0.35752 -1.74815 0.25021
C -0.09096 -0.43928 0.52042
C 0.21468 0.69043 -0.26796
C 1.09570 0.55307 -1.40661
C 2.44321 0.27738 -1.23672
C 3.33191 0.28465 -2.29790
C 2.80169 0.44495 -3.59127
C 1.43278 0.69711 -3.77590
C 0.55993 0.68776 -2.71332
C -0.30993 1.95928 0.06553
C 0.09208 3.22921 -0.68795
N 1.42287 3.62755 -0.22826
H -3.94864 2.07148 0.69898
H -5.01712 3.44240 0.98640
H -4.17913 2.65080 2.35245
H -2.71888 4.00506 0.03160
H -3.16854 4.88806 1.48942
H -0.86720 4.21285 1.78400
H -1.87464 3.30534 2.90391
H -1.72521 -0.98768 3.41679
H -1.00908 -3.34772 2.89027
H 2.22413 -4.14915 -0.10114
H 0.71993 -4.28557 -1.06742
H 0.05390 -6.52119 1.28021
H 0.84345 -7.89769 0.54098
H 0.87951 -1.91809 -0.69026
H 2.83653 0.14303 -0.25281
H 4.39622 0.12403 -2.11409
H 3.40624 0.40289 -4.48196
H 1.01101 0.82090 -4.76710
H -0.49145 0.82329 -2.86610
H 0.06597 3.02924 -1.75638
H -0.59526 4.03308 -0.51206
H 2.08615 2.85722 -0.42096
H 1.43551 3.93329 0.74412
*
```

Values from the calculation:
E_HOMO = -0.3037 hartree
Frontier orbital gap = 8.3 eV
LUMO level = 0.1 eV

Atomic partial charges in e from the Löwdin method, atoms 1 to 6:
1 C -0.12
2 C -0.26
3 C -0.14
4 C -0.20
5 N 0.16
6 C -0.27



Which one sits at the top of the stability order? *b* does.



*a*
Computed, not measured: a cluster of 2 separate species, CH5OS in total, with ωB97M-V with the def2-TZVPD basis set.

ORCA input file:
```
! wB97M-V def2-TZVPD RIJCOSX def2/J DEFGRID3
* xyz -1 1
O -1.31510 0.74403 2.15962
H -1.11896 0.13852 1.41359
C 0.92255 -1.31355 -1.16838
S 0.18115 0.29119 -0.63056
H 1.85759 -1.09013 -1.68909
H 1.13034 -1.97958 -0.32358
H 0.20964 -1.81026 -1.82223
H -0.43661 1.16142 2.18910
*
```

Values from the calculation:
E_HOMO = -0.0901 hartree
Frontier orbital gap = 6.9 eV
LUMO level = 4.5 eV

Atomic partial charges in e from the Löwdin method, atoms 1 to 6:
1 O -0.19
2 H -0.10
3 C -0.70
4 S 0.08
5 H -0.03
6 H -0.02



*b*
Computed, not measured: a cluster of 2 separate species, CH5OS in total, with ωB97M-V with the def2-TZVPD basis set.

ORCA input file:
```
! wB97M-V def2-TZVPD RIJCOSX def2/J DEFGRID3
* xyz -1 1
S -0.71605 -1.19648 -1.93891
H -2.08332 -1.65521 -1.80999
C 0.56183 0.81581 0.65549
O 0.40309 -0.51685 1.06014
H 1.14005 0.86269 -0.28536
H 1.16485 1.37024 1.39335
H -0.40998 1.37707 0.61406
H -0.06047 -1.05726 0.31121
*
```

Values from the calculation:
E_HOMO = -0.1061 hartree
Frontier orbital gap = 7.2 eV
LUMO level = 4.3 eV

Atomic partial charges in e from the Löwdin method, atoms 1 to 6:
1 S -0.26
2 H -0.38
3 C -0.27
4 O -0.24
5 H 0.06
6 H 0.05



Which one sits at the top of the stability order? *a* does.